No. 1
This record from the Open Molecules 2025 dataset describes a structure of composition C44H51ClN2O2P2S3Tc at a distorted geometry. The level of theory is the ωB97M-V functional and the def2-TZVPD basis.

Structure (XYZ):
```
106
Properties=species:S:1:pos:R:3:lowdin_charge:R:1
Tc -0.4798 0.5937 0.5117 1.0712
C -1.7589 1.8216 2.0631 -0.2910
C -2.4104 0.5396 2.1269 -0.2119
C -3.0529 0.3175 0.8689 -0.2284
C -2.8497 1.4632 0.0489 -0.2365
C -2.0192 2.3802 0.7695 -0.2827
C -1.7339 3.7919 0.3767 0.0007
C -3.6465 1.7281 -1.1820 -0.0071
C -4.0441 -0.7472 0.5607 -0.0153
C -2.7138 -0.2650 3.3416 0.0101
C -1.3197 2.6600 3.2188 -0.0241
H -2.4565 4.4547 0.8572 0.1139
H -1.8145 3.9285 -0.7009 0.0806
H -0.7427 4.1109 0.7000 0.0938
H -4.6417 2.0655 -0.8822 0.1174
H -3.7809 0.8275 -1.7772 0.0915
H -3.2090 2.5054 -1.8021 0.0781
H -4.0517 -1.5219 1.3212 0.0849
H -3.8448 -1.2050 -0.4051 0.0811
H -5.0385 -0.3049 0.5189 0.1128
H -3.7957 -0.2835 3.4807 0.1149
H -2.2668 0.1677 4.2287 0.0770
H -2.3783 -1.2957 3.2376 0.0806
H -2.1902 3.1820 3.6247 0.1145
H -0.5984 3.4163 2.9142 0.0735
H -0.8831 2.0749 4.0223 0.0478
Cl 0.5842 -2.1818 2.4036 0.7933
C 1.6650 -2.9937 1.3432 -0.6276
C 2.5272 -3.9744 1.8054 -0.0869
C 3.3612 -4.6192 0.9040 -0.0405
C 3.3219 -4.2984 -0.4452 -0.0401
C 2.4717 -3.3063 -0.8938 -0.0643
C 1.6442 -2.6305 0.0040 -0.3636
P 0.4775 -1.3700 -0.6208 0.9931
C -0.8384 -2.5009 -1.1773 -0.3408
C -0.9091 -3.1950 -2.3810 -0.0670
C -1.9579 -4.0758 -2.5931 -0.0495
C -2.9191 -4.2905 -1.6187 -0.0448
C -2.8152 -3.6461 -0.3982 -0.0728
C -1.7883 -2.7481 -0.1870 -0.1529
C 1.5411 -0.7656 -1.9782 -0.3860
C 2.7975 -0.3137 -1.5663 -0.1289
C 3.6849 0.2211 -2.4776 -0.0461
C 3.3189 0.3327 -3.8099 -0.0499
C 2.0699 -0.0966 -4.2225 -0.0528
C 1.1793 -0.6460 -3.3138 -0.1034
H 2.5374 -4.2379 2.8523 0.1180
H 4.0307 -5.3891 1.2560 0.1209
H 3.9506 -4.8186 -1.1519 0.1192
H 2.4506 -3.0512 -1.9430 0.1152
H -0.1452 -3.0780 -3.1345 0.1019
H -2.0229 -4.6102 -3.5275 0.1166
H -3.7346 -4.9729 -1.7992 0.1185
H -3.5376 -3.8384 0.3781 0.1160
H -1.6991 -2.2332 0.7600 0.0493
H 3.0767 -0.3933 -0.5245 0.0686
H 4.6609 0.5450 -2.1539 0.1173
H 4.0116 0.7492 -4.5222 0.1160
H 1.7922 -0.0151 -5.2622 0.1137
H 0.2143 -0.9866 -3.6561 0.0971
C -0.0995 -1.5094 5.6458 -0.0512
C 0.3261 -0.0535 5.5363 -0.4218
C 1.4453 0.2554 6.5119 -0.0648
O 0.6605 0.1681 4.1278 -0.4006
P 1.9477 0.8664 3.5540 -0.0541
S 2.2445 2.7089 4.2695 0.3519
S 1.6667 0.9976 1.4944 0.4174
O 3.0615 -0.2152 3.8350 -0.2868
C 4.4952 -0.2018 3.6441 -0.4161
C 4.8460 -1.4227 2.8067 -0.0293
C 4.9936 1.0829 3.0083 -0.0785
H -0.5548 -1.6948 6.6158 0.0989
H 0.7668 -2.1578 5.5294 0.0864
H -0.8187 -1.7582 4.8707 0.0370
H -0.5191 0.6205 5.7309 0.1349
H 2.3165 -0.3592 6.2993 0.0850
H 1.0947 0.0247 7.5169 0.1004
H 1.7283 1.3062 6.4891 0.0348
H 4.9140 -0.3103 4.6520 0.1557
H 4.4132 -1.3331 1.8125 0.0755
H 4.4764 -2.3288 3.2770 0.0779
H 5.9240 -1.5008 2.7147 0.0943
H 4.5024 1.2442 2.0465 0.0556
H 6.0668 1.0062 2.8409 0.0966
H 4.8067 1.9370 3.6566 0.0399
S -0.4857 3.8986 -5.1398 1.0847
C -0.3360 2.8794 -3.7413 -0.4864
C -1.1215 1.7417 -3.5202 -0.0472
C -0.9822 1.0454 -2.3494 -0.1766
N -0.1480 1.4102 -1.3658 -0.1441
C 0.6596 2.4547 -1.5964 -0.1137
C 0.6090 3.1970 -2.7501 -0.0444
C -1.8698 3.1087 -5.9900 -0.5172
C -3.1524 3.6142 -5.8500 -0.0635
C -4.1797 2.9384 -6.5005 -0.1186
N -3.9728 1.8511 -7.2113 0.0793
C -2.7513 1.3888 -7.3641 -0.1218
C -1.6443 1.9868 -6.7724 -0.0821
H -1.8410 1.4095 -4.2496 0.1160
H -1.5671 0.1490 -2.1818 0.1149
H 1.3733 2.6816 -0.8165 0.0993
H 1.2783 4.0300 -2.8864 0.1237
H -3.3502 4.5000 -5.2677 0.1106
H -5.2037 3.2736 -6.4358 0.1168
H -2.6522 0.4986 -7.9690 0.1167
H -0.6516 1.5926 -6.9222 0.1104
```

Values from the calculation:
Expectation value of S²: 0.804
Frontier orbital gap (spin up / spin down) in eV: 5.14 / 5.44
2S+1: 2
E_LUMO (spin up / spin down) in eV: -7.74 / -7.39
Total charge: +2

***

No. 2
This record from the Open Molecules 2025 dataset describes a structure of composition C44H52As3N5O7SSeTaTe at a distorted geometry. The level of theory is the ωB97M-V functional and the def2-TZVPD basis.

Structure (XYZ):
```
115
Properties=species:S:1:pos:R:3:lowdin_charge:R:1
Ta -0.4119 0.1844 0.9856 1.0456
C 2.0804 0.1710 4.3966 -0.2345
As 1.8352 -0.2641 2.4805 1.1230
C 3.0115 1.1655 1.8167 -0.2537
C 3.1332 -1.7965 2.5203 -0.2949
C 3.5423 -2.4783 1.2049 -0.6766
C 4.4594 -1.5647 0.4015 -0.0649
C 2.3084 -2.8460 0.3782 -0.3089
As 1.1833 -1.5006 -0.6361 1.1278
C 0.2186 -2.9718 -1.5239 -0.2424
C 2.3521 -1.1572 -2.2168 -0.2343
C 4.2695 -3.7748 1.6088 -0.3690
As 5.3975 -4.9960 0.4481 1.1529
C 7.0362 -3.9005 0.3122 -0.3442
C 4.7935 -4.7673 -1.4267 -0.3505
H 3.1445 0.3573 4.5746 0.0494
H 1.7505 -0.6473 5.0393 0.0334
H 1.5247 1.0743 4.6463 0.0168
H 4.0500 0.9662 2.0913 0.0541
H 2.7131 2.1117 2.2705 0.0351
H 2.9415 1.2804 0.7331 0.0296
H 2.6594 -2.5408 3.1748 0.0843
H 4.0304 -1.4340 3.0404 0.0948
H 3.9387 -0.6359 0.1625 0.0428
H 4.7352 -2.0508 -0.5296 0.0598
H 5.3640 -1.3404 0.9628 0.0979
H 1.5800 -3.3554 1.0231 0.0824
H 2.6249 -3.5619 -0.3869 0.0531
H 0.9246 -3.7706 -1.7643 0.0450
H -0.2410 -2.6315 -2.4484 0.0358
H -0.5584 -3.3674 -0.8753 0.0197
H 2.8955 -2.0741 -2.4589 0.0369
H 3.0588 -0.3448 -2.0583 0.0286
H 1.7116 -0.9028 -3.0625 0.0226
H 3.5270 -4.4431 2.0576 0.0605
H 4.9725 -3.5307 2.4118 0.0675
H 7.3261 -3.5470 1.2999 0.0172
H 6.9375 -3.0517 -0.3594 0.0121
H 7.8427 -4.5322 -0.0577 0.0181
H 3.8099 -5.2080 -1.5779 0.0095
H 5.4974 -5.3308 -2.0391 0.0235
H 4.7944 -3.7391 -1.7812 -0.0031
O 0.4561 2.0143 0.2919 -0.1265
C 0.3217 2.5426 1.4351 -0.6366
O -0.1014 1.7566 2.3488 -0.3257
C 0.6057 3.9278 1.7817 -0.1385
C 0.4526 4.3174 3.1220 0.0158
C 0.6220 5.6343 3.4954 -0.0217
C 0.9291 6.5964 2.5451 0.0485
C 1.1211 6.1996 1.2249 -0.1180
C 0.9773 4.8795 0.8342 0.0863
N 1.4498 7.2018 0.2253 -0.3569
O 1.5089 8.3494 0.5950 0.1147
O 1.6283 6.8116 -0.9050 0.1062
H 0.1866 3.5756 3.8609 0.1192
H 0.5045 5.9185 4.5295 0.1223
H 1.0131 7.6396 2.8128 0.1331
H 1.1357 4.6081 -0.1971 0.1403
Se -2.6592 1.1303 0.3273 0.8235
C -2.8293 2.7664 1.3309 -0.5778
C -3.5296 2.7534 2.5297 -0.1709
C -3.6975 3.9271 3.2420 -0.0674
C -3.1801 5.1156 2.7551 -0.0563
C -2.5072 5.1293 1.5463 -0.0663
C -2.3289 3.9596 0.8283 -0.1211
H -3.9832 1.8264 2.8743 0.0804
H -4.2551 3.9097 4.1651 0.1172
H -3.3301 6.0310 3.3052 0.1147
H -2.1406 6.0623 1.1492 0.1164
H -1.8324 3.9856 -0.1320 0.1192
N -5.8350 -7.2361 4.5475 0.1947
C -5.2189 -6.4800 3.9476 -0.1748
C -4.4258 -5.5453 3.2388 -0.2074
C -4.9619 -4.3134 2.8527 0.0106
C -4.1633 -3.3908 2.2097 -0.0080
C -2.8263 -3.7012 1.9320 -0.2537
C -2.2991 -4.9413 2.3021 -0.0097
C -3.0934 -5.8566 2.9570 0.0007
C -1.9865 -2.6949 1.3968 -0.1717
C -1.2281 -1.7943 1.0561 -0.4353
H -5.9987 -4.0906 3.0566 0.1326
H -4.5551 -2.4218 1.9222 0.1246
H -1.2644 -5.1658 2.0856 0.1222
H -2.6918 -6.8138 3.2513 0.1294
C -0.9818 -1.8859 4.3406 -0.3184
Te -1.9858 -0.3202 3.2058 1.4073
C -1.7316 1.1254 4.8101 -0.3286
H -0.6494 -1.5069 5.3025 0.0135
H -0.1331 -2.2734 3.7758 -0.0061
H -1.6817 -2.6979 4.5118 0.0111
H -2.3487 0.8264 5.6557 0.0273
H -2.0532 2.1030 4.4550 -0.0160
H -0.6928 1.1814 5.1266 -0.0053
O -7.1910 1.2053 -5.0975 -0.3592
S -7.2953 -0.1376 -5.6387 0.3957
O -7.3323 -1.2157 -4.6830 -0.3663
O -8.0606 -0.3034 -6.8395 -0.3399
C -5.5082 -0.1590 -6.1968 -0.3624
N -5.2164 0.1680 -7.4258 0.1419
C -3.9311 0.3329 -7.7007 -0.0981
C -2.9512 0.2222 -6.7169 0.0026
C -3.3907 -0.0993 -5.4304 -0.2242
N -4.6887 -0.3154 -5.1998 0.1551
C -2.5464 -0.2005 -4.2310 -0.1076
C -1.3534 0.5009 -4.0601 0.0275
C -0.7065 0.4221 -2.8394 -0.1630
N -1.1426 -0.3165 -1.8232 -0.1115
C -2.2724 -1.0095 -1.9992 -0.2107
C -3.0086 -0.9696 -3.1614 0.0448
H -3.6881 0.5637 -8.7305 0.1119
H -1.9076 0.3630 -6.9583 0.0988
H -0.9530 1.1223 -4.8448 0.1198
H 0.1982 0.9906 -2.6496 0.1093
H -2.5927 -1.6038 -1.1524 0.0883
H -3.9420 -1.4977 -3.2575 0.1318
```

Values from the calculation:
Frontier orbital gap in eV: 2.93
E_LUMO in eV: -5.60
Total charge: +1